Entry 1:
{
  "formula": "C23H31CrF2O21",
  "method": "the ωB97M-V functional and the def2-TZVPD basis",
  "symbols": ["Cr", "O", "C", "O", "O", "H", "C", "C", "C", "O", "C", "O", "O", "H", "H", "H", "H", "H", "H", "C", "C", "C", "O", "C", "O", "O", "H", "H", "H", "H", "H", "H", "C", "C", "C", "O", "C", "O", "O", "H", "H", "H", "H", "H", "H", "C", "C", "C", "O", "C", "O", "O", "H", "H", "H", "H", "H", "H", "C", "C", "O", "C", "O", "O", "F", "H", "H", "H", "C", "C", "O", "C", "O", "O", "F", "H", "H", "H"],
  "xyz": [[2.4775, 24.0939, 12.7966], [4.1555, 27.6836, 12.3537], [3.5252, 26.5006, 12.5591], [3.0872, 26.0604, 13.6161], [3.3514, 25.6918, 11.6217], [3.9111, 28.0166, 13.2203], [5.2859, 22.3267, 6.4948], [4.4052, 21.5606, 7.5594], [5.2495, 20.8219, 8.5435], [4.8911, 21.3272, 9.7938], [3.9117, 22.2302, 9.6824], [3.2933, 22.6784, 10.6069], [3.7269, 22.5089, 8.3729], [5.6742, 21.6117, 5.7694], [6.0016, 22.8391, 7.1376], [4.7121, 23.0983, 5.9816], [3.6323, 20.9900, 7.0444], [6.2983, 20.9430, 8.2725], [4.9108, 19.7918, 8.4328], [-0.9349, 18.6938, 14.7565], [-0.3099, 20.0972, 15.0524], [0.8962, 20.1589, 16.0218], [1.7116, 21.0859, 15.3738], [1.4136, 21.1974, 14.1426], [2.0051, 21.9914, 13.4605], [0.2282, 20.5802, 13.8880], [-1.0992, 18.1393, 15.6804], [-0.2725, 18.0637, 14.1629], [-1.9362, 18.7258, 14.3271], [-1.0236, 20.8539, 15.3781], [1.3980, 19.2199, 16.2556], [0.5709, 20.5717, 16.9767], [1.2071, 24.4527, 6.9965], [0.2917, 24.9866, 8.1162], [-1.0410, 24.3581, 8.5212], [-0.9165, 24.0757, 9.9164], [0.3128, 24.3864, 10.3020], [0.7625, 24.0740, 11.3874], [0.9990, 24.8494, 9.3236], [2.2520, 24.7626, 6.9803], [0.8459, 24.9062, 6.0735], [1.1236, 23.3729, 6.8730], [0.2458, 26.0743, 8.0629], [-1.2812, 23.3900, 8.0817], [-1.8801, 25.0321, 8.3489], [9.0175, 22.2839, 12.4317], [7.6541, 21.8050, 12.8311], [7.2851, 21.4772, 14.2519], [5.9631, 22.0412, 14.3466], [5.6726, 22.7527, 13.2434], [4.6146, 23.3100, 12.9382], [6.7909, 22.8779, 12.5197], [9.0635, 22.3843, 11.3473], [9.7906, 21.5674, 12.7089], [9.2124, 23.3000, 12.7746], [7.4464, 20.9761, 12.1545], [8.0457, 21.7825, 14.9705], [7.3788, 20.4004, 14.3925], [-2.7720, 24.5522, 15.3008], [-2.0711, 23.8727, 16.4793], [-0.7412, 23.8389, 16.1068], [-0.5863, 24.3247, 14.8441], [0.5227, 24.3505, 14.1998], [-1.7621, 24.5526, 14.3204], [-2.5732, 22.6442, 16.5022], [-3.0632, 25.5826, 15.5045], [-3.5970, 23.9403, 14.9359], [-2.2965, 24.3436, 17.4362], [2.7977, 22.6766, 18.7834], [4.1029, 22.0350, 18.4048], [4.0482, 22.1691, 17.0006], [3.4263, 23.3883, 16.7191], [3.3744, 23.9450, 15.6417], [2.8718, 23.7815, 17.8714], [4.0443, 20.7125, 18.7085], [2.7527, 22.9000, 19.8493], [1.9099, 22.0782, 18.5789], [4.9491, 22.5304, 18.8808]],
  "gap_ha": [0.3607, 0.1864],
  "spin_multiplicity": 6,
  "homo_ev": [-14.93, -15.14],
  "total_energy_ev": -101192.896,
  "e_lumo_ev": [-5.11, -10.07],
  "charge": 2
}

Entry 2:
{
  "formula": "C23H31F6O3Ti",
  "method": "the ωB97M-V functional and the def2-TZVPD basis",
  "symbols": ["O", "C", "C", "H", "H", "C", "H", "H", "C", "H", "H", "H", "C", "H", "H", "H", "Ti", "C", "C", "C", "H", "C", "C", "H", "H", "H", "H", "C", "C", "C", "H", "C", "C", "H", "H", "H", "H", "O", "C", "C", "H", "H", "C", "H", "H", "C", "H", "H", "H", "H", "C", "C", "O", "C", "F", "F", "F", "C", "F", "F", "F", "H", "H", "H"],
  "xyz": [[2.5173, -0.2045, 0.1207], [3.4367, -0.9898, -0.7264], [4.2299, -1.4535, 0.4904], [3.9462, -0.2576, -1.3652], [2.9543, -1.7504, -1.3536], [3.5211, -0.3199, 1.2530], [5.3134, -1.4458, 0.3706], [3.9505, -2.4546, 0.8642], [4.1766, 1.0487, 1.2797], [4.3687, 1.4336, 0.2663], [5.1019, 1.0611, 1.8633], [3.5056, 1.7661, 1.7630], [2.8794, -0.7534, 2.5629], [2.5158, -1.7828, 2.4880], [2.0583, -0.0838, 2.8820], [3.6234, -0.7587, 3.3707], [0.5553, 0.0153, -0.4468], [-0.9417, -1.4760, 0.5955], [-0.9347, -1.6886, -0.8180], [0.3202, -2.2758, -1.1660], [-1.7850, -1.5775, -1.4688], [1.0507, -2.4971, 0.0342], [0.2936, -1.9618, 1.1175], [0.5637, -2.0243, 2.1668], [-1.7912, -1.1159, 1.1724], [0.6072, -2.6246, -2.1571], [1.9600, -3.0902, 0.1144], [-1.0105, 1.4860, 0.3676], [-0.3049, 1.1161, 1.5622], [1.0081, 1.6530, 1.4822], [-0.7134, 0.6089, 2.4358], [1.1576, 2.2907, 0.2096], [-0.1096, 2.2397, -0.4505], [-0.3793, 2.8152, -1.3286], [-2.0740, 1.3618, 0.1823], [1.6792, 1.7627, 2.3304], [2.0434, 2.8170, -0.1471], [5.5677, 0.2643, -1.6174], [6.7410, -0.0871, -0.8340], [7.9718, -0.2089, -1.7258], [6.6722, -1.0755, -0.3413], [6.8497, 0.6628, -0.0420], [7.3953, -0.2548, -3.1497], [8.5413, -1.1161, -1.4819], [8.6050, 0.6567, -1.5157], [5.8815, 0.0215, -3.0305], [7.4717, -1.2497, -3.6013], [7.9144, 0.4589, -3.7972], [5.2936, -0.8801, -3.3025], [5.5479, 0.8498, -3.6770], [-0.2583, 2.1307, -3.7817], [-0.4151, 0.6837, -3.4260], [0.0644, 0.3244, -2.1408], [-1.9358, 0.3357, -3.4906], [-2.5281, 0.8035, -4.6165], [-2.1845, -0.9946, -3.4210], [-2.5748, 0.9148, -2.4166], [0.3793, -0.1714, -4.4731], [0.0633, 0.1080, -5.7709], [1.7072, 0.0917, -4.3158], [0.2117, -1.5043, -4.2933], [-1.0231, 2.7015, -3.2484], [-0.3734, 2.2491, -4.8652], [0.7272, 2.4874, -3.4644]],
  "gap_ha": 0.3046,
  "homo_ev": -11.47,
  "de_lowest_kj_mol": 23.6,
  "total_energy_ev": -69910.266,
  "e_lumo_ev": -3.19,
  "charge": 1
}

Entry 3:
{
  "formula": "C23H31MnN3O4P2S",
  "method": "the ωB97M-V functional and the def2-TZVPD basis",
  "symbols": ["Mn", "C", "P", "C", "C", "C", "C", "C", "C", "C", "P", "C", "C", "H", "H", "H", "H", "H", "H", "H", "H", "H", "H", "H", "H", "H", "H", "H", "H", "N", "C", "N", "C", "C", "C", "C", "C", "H", "H", "H", "H", "H", "H", "H", "H", "H", "H", "O", "S", "O", "O", "O", "N", "C", "C", "C", "C", "C", "C", "C", "H", "H", "H", "H", "H"],
  "xyz": [[0.5158, -0.1816, 0.1596], [-1.9279, -0.4968, 3.1436], [-1.2785, -1.4597, 1.7423], [-2.8035, -1.9750, 0.8756], [-0.6922, -3.0113, 2.5340], [-1.5401, -3.8285, 3.2803], [-1.0730, -4.9888, 3.8750], [0.2610, -5.3464, 3.7312], [1.1187, -4.5399, 3.0005], [0.6585, -3.3676, 2.3961], [1.7721, -2.2704, 1.4376], [3.1344, -3.3667, 0.9002], [2.5793, -1.2928, 2.7624], [-2.7755, -0.9918, 3.6217], [-2.2226, 0.4710, 2.7430], [-1.1344, -0.3393, 3.8732], [-3.5298, -2.4533, 1.5347], [-2.5460, -2.6593, 0.0657], [-3.2356, -1.0649, 0.4540], [-2.5819, -3.5528, 3.3989], [-1.7448, -5.6129, 4.4506], [0.6342, -6.2526, 4.1916], [2.1574, -4.8299, 2.9014], [3.7323, -3.7462, 1.7301], [3.7776, -2.7787, 0.2446], [2.7306, -4.2022, 0.3285], [2.9344, -1.9238, 3.5784], [1.8733, -0.5528, 3.1443], [3.4169, -0.7530, 2.3177], [2.6658, 0.2155, -0.4464], [2.7933, 1.2982, -0.8565], [2.9339, 2.5038, -1.3113], [2.8127, 3.6762, -0.4307], [1.7679, 4.6404, -0.9771], [2.0349, 4.9699, -2.4405], [2.0768, 3.6919, -3.2751], [3.1396, 2.7423, -2.7431], [3.7983, 4.1499, -0.3819], [2.5279, 3.3187, 0.5590], [1.7767, 5.5454, -0.3663], [0.7909, 4.1693, -0.8614], [2.9917, 5.4974, -2.5411], [1.2635, 5.6402, -2.8213], [2.2948, 3.9138, -4.3221], [1.1049, 3.1936, -3.2303], [4.1360, 3.1766, -2.8834], [3.1142, 1.7828, -3.2562], [-0.9762, 3.3628, 1.0514], [-0.6000, 2.0239, 0.6839], [0.2062, 1.9624, -0.5888], [0.3090, 1.3535, 1.6979], [-1.7303, 1.0807, 0.4711], [-0.2434, -1.1304, -1.7530], [-1.2164, -0.7216, -2.2088], [-2.4403, -0.1673, -2.7021], [-3.5848, -0.9537, -2.7790], [-4.7686, -0.3917, -3.2209], [-4.8100, 0.9503, -3.5763], [-3.6673, 1.7342, -3.4874], [-2.4787, 1.1789, -3.0487], [-3.5388, -1.9949, -2.4876], [-5.6629, -0.9968, -3.2815], [-5.7394, 1.3894, -3.9144], [-3.7072, 2.7830, -3.7474], [-1.5853, 1.7796, -2.9394]],
  "gap_ha": [0.2794, 0.3035],
  "spin_multiplicity": 6,
  "homo_ev": [-7.49, -8.20],
  "de_lowest_kj_mol": 0.0,
  "total_energy_ev": -97749.909,
  "e_lumo_ev": [0.12, 0.06],
  "charge": 0
}